Arrangement P

# C2H4N2O

A 2-piece molecular cluster, C2H4N2O overall (ωB97M-V/def2-TZVPD, the Open Molecules 2025 dataset).

ORCA input file:
```
! wB97M-V def2-TZVPD RIJCOSX def2/J DEFGRID3
* xyz 0 1
C -2.58 0.02 0.01
C 1.77 -0.54 0.16
N -1.70 0.80 0.20
N 1.13 0.49 -0.14
O -3.55 -0.60 -0.14
H 2.73 -0.85 -0.28
H 1.36 -1.20 0.91
H -0.69 0.78 0.13
H 1.54 1.10 -0.84
*
```

The HOMO energy comes out at -10.37 eV. The gap between HOMO and LUMO comes out at 11.14 eV. As for the SMILES: N=C=O.C=N. As for the LUMO energy: 0.77 eV.

Arrangement Q

# C2H4N2O

A 2-piece molecular cluster, C2H4N2O overall (ωB97M-V/def2-TZVPD, the Open Molecules 2025 dataset).

ORCA input file:
```
! wB97M-V def2-TZVPD RIJCOSX def2/J DEFGRID3
* xyz 0 1
N -0.64 1.16 0.17
C -0.66 -0.10 0.66
N 0.40 -0.81 0.51
C 1.37 -0.06 -1.25
O 2.20 -0.83 -1.47
H -1.51 1.67 0.07
H -1.57 -0.44 1.16
H 0.34 -1.79 0.74
H 0.06 1.20 -0.59
*
```

The HOMO energy comes out at -9.19 eV. The gap between HOMO and LUMO comes out at 10.17 eV. As for the LUMO energy: 0.98 eV.

Arrangement R

# C2H4N2O

A 2-piece molecular cluster, C2H4N2O overall (ωB97M-V/def2-TZVPD, the Open Molecules 2025 dataset).

ORCA input file:
```
! wB97M-V def2-TZVPD RIJCOSX def2/J DEFGRID3
* xyz 0 1
C -2.72 0.22 0.30
C 1.57 -0.49 -0.22
N -3.02 -0.62 -0.38
N 0.76 0.56 0.33
O 0.51 1.55 -0.36
H -2.35 1.01 0.89
H 2.48 -0.41 0.36
H 1.20 -1.47 0.31
H 1.58 -0.34 -1.23
*
```

The HOMO energy comes out at -9.42 eV. The gap between HOMO and LUMO comes out at 9.23 eV. As for the SMILES: CN=O.C#N. As for the LUMO energy: -0.19 eV.

Name the most stable of them. arrangement P.

Arrangement P

# C2H4N2O

A 2-piece molecular cluster, C2H4N2O overall (ωB97M-V/def2-TZVPD, the Open Molecules 2025 dataset).

ORCA input file:
```
! wB97M-V def2-TZVPD RIJCOSX def2/J DEFGRID3
* xyz 0 1
C -0.63 0.19 -0.69
C 1.51 -0.19 0.41
N -2.87 0.01 -0.30
N 0.08 -0.01 0.25
O -3.09 0.03 0.87
H -0.47 0.37 -1.80
H 1.79 -0.77 1.27
H 1.90 -0.52 -0.55
H 1.77 0.90 0.54
*
```

The HOMO energy (alpha / beta) comes out at -7.15 / -7.17 eV. The gap between HOMO and LUMO (alpha / beta) comes out at 7.29 / 7.35 eV. As for the LUMO energy (alpha / beta): 0.14 / 0.19 eV.

Arrangement Q

# C2H4N2O

A 2-piece molecular cluster, C2H4N2O overall (ωB97M-V/def2-TZVPD, the Open Molecules 2025 dataset).

ORCA input file:
```
! wB97M-V def2-TZVPD RIJCOSX def2/J DEFGRID3
* xyz 0 1
N -1.06 1.47 1.20
C -1.61 0.60 0.63
N 0.21 -1.13 -0.18
C 1.03 -0.49 -1.05
O 2.25 -0.55 -1.02
H -1.16 2.34 1.69
H -0.78 -0.86 -0.13
H 0.63 -1.47 0.67
H 0.49 0.09 -1.82
*
```

The HOMO energy comes out at -9.77 eV. The gap between HOMO and LUMO comes out at 10.61 eV. As for the LUMO energy: 0.84 eV.

Name the most stable of them. arrangement Q.

Arrangement P

# C2H4N2O

One molecule with the formula C2H4N2O (ωB97M-V/def2-TZVPD, the Open Molecules 2025 dataset).

ORCA input file:
```
! wB97M-V def2-TZVPD RIJCOSX def2/J DEFGRID3
* xyz 0 1
C -0.91 0.04 -0.10
C 1.50 -0.09 0.10
H -2.25 -0.91 0.16
H -1.75 0.69 0.25
H 0.53 1.56 -0.27
H 2.25 0.61 0.18
N -1.25 -1.20 -0.05
N 0.33 0.67 -0.14
O 1.55 -1.36 -0.12
*
```

The HOMO energy comes out at -9.90 eV. The gap between HOMO and LUMO comes out at 10.41 eV. As for the SMILES: [H]/N=C/NC=O. As for the LUMO energy: 0.51 eV.

Arrangement Q

# C2H4N2O

One molecule with the formula C2H4N2O (ωB97M-V/def2-TZVPD, the Open Molecules 2025 dataset).

ORCA input file:
```
! wB97M-V def2-TZVPD RIJCOSX def2/J DEFGRID3
* xyz 0 1
C 0.26 -0.08 -1.38
C -0.37 -0.32 -0.07
N 1.05 0.09 -2.19
N -0.58 1.10 0.52
O 0.61 -1.02 0.66
H -1.25 -1.02 0.00
H 0.20 1.22 1.13
H -1.37 1.09 1.22
H 1.45 -1.05 0.10
*
```

The HOMO energy comes out at -10.55 eV. The gap between HOMO and LUMO comes out at 11.31 eV. As for the SMILES: N#C[C@H](N)O. As for the LUMO energy: 0.76 eV.

Name the most stable of them. arrangement Q.